# C40H45F3N7O4ScSi

C40H45F3N7O4ScSi as an isolated structure (wB97M-V/def2-TZVPD, OMol25).

Geometry as XYZ:
```
101
Properties=species:S:1:pos:R:3:forces:R:3
Sc 0.0790 0.1519 0.4462 -0.45 0.29 0.11
O -2.9059 3.9818 6.0093 -0.01 0.00 0.01
C -3.6185 3.4213 5.1554 0.00 0.00 -0.01
O -4.8593 3.3222 5.0797 0.00 0.00 0.01
C -2.8395 2.7300 4.0057 -0.01 -0.01 -0.01
C -3.5090 2.0902 2.9701 0.03 0.00 -0.01
C -2.7914 1.4473 1.9726 -0.02 -0.02 0.02
N -1.4597 1.4076 1.9701 0.04 0.05 -0.01
C -0.8113 2.0706 2.9337 -0.01 -0.05 -0.06
C -1.4492 2.7338 3.9643 0.00 0.00 0.01
C 0.6834 2.0630 2.7487 -0.11 -0.09 -0.03
O 1.4475 2.6148 3.5132 0.04 0.02 0.03
O 1.0439 1.4219 1.6670 0.31 0.19 0.18
H -4.5904 2.1077 2.9666 0.00 0.00 0.00
H -3.2768 0.9579 1.1334 0.00 0.00 0.00
H -0.8861 3.2504 4.7284 0.00 0.00 0.00
C -1.8066 5.1090 -1.7623 0.00 -0.01 0.00
C -0.9167 4.6705 -0.7853 0.01 -0.01 -0.01
C -0.7761 3.3254 -0.4997 0.07 0.02 -0.01
C -1.5199 2.3439 -1.1830 -0.02 0.05 0.04
C -2.4418 2.8052 -2.1437 0.02 0.02 0.00
C -2.5682 4.1560 -2.4289 0.02 -0.01 0.03
N -1.3536 0.9989 -0.9143 0.18 -0.38 0.02
N -2.5850 0.3264 -1.1090 -0.04 0.00 -0.03
C -2.5986 -0.8656 -1.6438 0.07 -0.07 0.02
C -3.9229 -1.4542 -1.7813 0.02 0.00 0.00
C -4.1375 -2.7044 -2.2602 0.01 -0.01 -0.02
C -3.0556 -3.5319 -2.6700 -0.03 -0.01 0.01
C -1.7921 -3.0200 -2.5692 0.01 0.05 -0.01
C -1.5111 -1.7199 -2.0749 -0.06 0.02 0.03
H -1.9221 6.1649 -1.9752 0.00 -0.01 0.00
H -0.3357 5.3914 -0.2190 0.00 0.00 0.00
H -0.0903 3.0219 0.2825 -0.02 0.03 -0.06
H -3.0484 2.0766 -2.6621 -0.01 -0.01 0.00
H -3.2819 4.4694 -3.1842 0.00 0.00 0.00
H -4.7471 -0.8219 -1.4714 0.00 0.00 0.00
H -5.1553 -3.0747 -2.3354 0.00 0.00 0.00
H -3.2238 -4.5340 -3.0417 0.00 0.00 0.00
H -0.9410 -3.6259 -2.8638 0.00 0.00 0.00
F -4.8239 -3.0538 4.7814 -0.09 0.03 -0.01
C -3.5142 -3.3393 4.8190 0.05 0.05 -0.03
F -3.0803 -3.0710 6.0586 0.03 0.02 0.06
F -3.4088 -4.6754 4.6534 0.02 -0.12 -0.02
C -2.7396 -2.6006 3.7642 -0.01 0.00 -0.02
C -1.4430 -2.1856 4.0016 0.02 -0.02 0.04
C -0.7532 -1.5671 2.9737 0.05 0.02 0.03
N -1.2976 -1.3315 1.7768 0.00 0.01 0.10
C -2.5532 -1.7262 1.5619 -0.08 0.02 -0.03
C -3.3079 -2.3749 2.5231 -0.02 0.00 -0.02
H -0.9653 -2.3369 4.9582 0.01 0.00 -0.01
H 0.2758 -1.2524 3.1139 -0.03 0.01 0.01
H -2.9711 -1.5085 0.5882 0.02 0.03 0.00
H -4.3211 -2.6768 2.2996 0.00 0.00 0.00
C 3.4595 -0.0251 2.0652 0.00 -0.01 0.00
C 2.6496 -1.2871 1.9728 0.05 0.01 -0.06
C 2.9737 -2.4570 2.6280 -0.04 -0.04 0.01
C 2.0766 -3.4480 2.1602 0.03 0.02 0.02
C 1.2628 -2.8340 1.2323 0.02 -0.01 -0.03
C 0.2276 -3.5475 0.4161 0.05 0.00 -0.02
N 1.5826 -1.4935 1.1165 -0.12 0.00 -0.06
H 4.4558 -0.2869 2.4294 0.01 0.00 0.00
H 3.0409 0.7320 2.7248 -0.01 0.00 -0.01
H 3.5878 0.4450 1.0861 0.00 0.00 0.02
H 3.7887 -2.5760 3.3282 -0.01 0.00 0.00
H 2.0298 -4.4906 2.4433 0.01 0.00 0.00
H -0.0782 -4.4577 0.9380 0.00 0.00 0.00
H 0.6131 -3.8380 -0.5623 -0.02 0.00 -0.02
H -0.6666 -2.9627 0.2188 0.01 -0.01 -0.04
C 2.3783 -4.0401 -2.8225 -0.02 -0.05 0.03
Si 2.7130 -2.2455 -2.3776 0.04 -0.06 0.01
C 3.9154 -2.1576 -0.9549 0.01 0.04 -0.01
C 3.5893 -1.5268 -3.8782 -0.01 0.01 -0.05
C 1.0911 -1.4663 -2.0855 0.13 0.01 0.05
C -0.1302 -1.4194 -2.0157 -0.16 -0.06 -0.24
H 3.3037 -4.5330 -3.1351 0.00 0.01 0.00
H 1.6658 -4.0944 -3.6494 0.01 -0.01 0.01
H 1.9654 -4.5989 -1.9819 0.01 0.00 -0.01
H 4.8541 -2.6288 -1.2651 0.00 0.00 0.00
H 3.5421 -2.6596 -0.0605 0.01 -0.01 -0.03
H 4.1426 -1.1245 -0.6758 0.02 -0.04 0.02
H 4.3992 -2.2028 -4.1699 -0.01 0.01 0.00
H 4.0316 -0.5559 -3.6623 0.02 0.02 -0.01
H 2.9151 -1.4146 -4.7307 0.00 0.00 0.02
C 2.7885 3.8356 -1.6573 -0.01 -0.02 0.00
C 2.3177 2.7801 -2.6585 0.02 -0.01 -0.01
C 3.5303 2.0955 -3.2940 0.01 0.02 0.02
C 1.4675 3.4463 -3.7377 -0.01 -0.01 0.01
N 1.4073 1.8641 -1.9822 -0.11 0.06 0.04
N 1.8536 1.1359 -0.8625 -0.02 0.03 0.00
H 3.3760 4.6012 -2.1688 0.00 0.00 0.00
H 3.4228 3.4001 -0.8811 0.00 0.01 0.00
H 1.9277 4.3065 -1.1827 -0.01 0.00 0.01
H 4.1898 2.8341 -3.7574 0.01 -0.01 0.00
H 3.2096 1.3901 -4.0610 0.00 -0.01 -0.01
H 4.1181 1.5572 -2.5447 -0.01 -0.02 -0.01
H 2.0599 4.1740 -4.2973 0.00 0.00 0.00
H 0.6116 3.9468 -3.2814 -0.01 0.00 0.00
H 1.0916 2.6986 -4.4420 0.00 0.01 0.00
H 0.8696 1.2534 -2.5841 0.04 -0.02 0.01
H 2.1156 1.7793 -0.1203 0.04 -0.02 -0.04
H 2.6406 0.5173 -1.0613 0.00 0.00 0.04
```
Positions in Å, forces in eV/Å.

Values from the calculation:
maximum force = 0.54 eV/A
total charge = -2
total energy = -97567.8845 eV
spin multiplicity = 1

***

# C40H45F5GaN8O2

C40H45F5GaN8O2 as an isolated structure (wB97M-V/def2-TZVPD, OMol25).

Geometry as XYZ:
```
101
Properties=species:S:1:pos:R:3:forces:R:3
C 3.8894 0.9406 3.0618 -0.28 0.02 0.01
N 2.6811 0.4295 2.4209 -0.08 -0.02 0.26
C 1.9075 1.4785 1.7479 0.10 -0.13 -0.14
C 1.8425 -0.2655 3.3920 0.10 0.36 0.04
O 1.7307 0.1808 4.5171 0.21 -0.33 0.01
C 1.1886 -1.4787 2.8860 0.02 -0.10 -0.14
Ga -0.8361 -1.2475 2.7155 -0.12 0.34 0.01
C -1.3270 -0.6280 0.8640 0.00 -0.29 0.02
C -2.8100 -0.7046 0.4852 0.01 0.28 -0.13
C -3.8182 -0.4556 1.6107 -0.16 -0.15 -0.12
C -4.0323 1.0015 1.9011 -0.11 0.33 0.15
F -2.9027 1.7443 1.8327 0.15 -0.12 0.07
F -4.8912 1.5545 0.9809 0.05 0.04 -0.10
C -4.6786 1.3092 3.2785 -0.12 -0.08 0.00
F -6.0051 1.0829 3.2289 0.02 -0.09 0.02
F -4.5154 2.5996 3.6130 0.05 -0.02 -0.02
F -4.1758 0.5657 4.2556 0.04 0.05 0.01
N -1.7063 -3.0390 2.9631 0.14 -0.15 0.39
C -1.5729 -3.6084 4.0118 0.10 0.25 -0.14
O -1.4373 -4.1728 5.0495 -0.14 -0.11 -0.19
H 3.6797 1.7940 3.7193 0.03 0.08 0.01
H 4.6033 1.2330 2.2971 0.04 0.05 -0.03
H 4.3225 0.1554 3.6753 0.12 -0.03 -0.04
H 2.0267 1.4237 0.6650 0.01 0.03 -0.08
H 2.2309 2.4715 2.0703 -0.01 0.05 0.07
H 0.8468 1.3855 1.9800 -0.07 -0.02 -0.05
H 1.3781 -2.2937 3.5855 -0.23 0.00 0.12
H 1.5997 -1.7353 1.9132 0.05 -0.10 -0.03
H -1.4085 -0.2981 3.8681 0.00 -0.11 0.00
H -0.9443 0.3866 0.7391 -0.03 0.09 0.04
H -0.7727 -1.2445 0.1509 0.07 0.01 -0.06
H -3.0431 0.0052 -0.3165 -0.03 -0.06 -0.11
H -3.0314 -1.6825 0.0637 0.00 -0.12 0.08
H -4.8010 -0.8215 1.3042 -0.06 -0.05 0.06
H -3.5482 -0.9850 2.5215 0.14 0.00 0.05
N 4.8849 2.9873 0.3324 -0.03 0.02 0.05
C 4.8365 2.7219 -0.9677 0.03 0.00 0.02
C 5.4808 3.4931 -1.9268 -0.01 0.05 0.00
C 6.1994 4.6001 -1.5107 0.00 -0.01 0.02
C 6.2525 4.8890 -0.1540 0.01 -0.01 -0.01
C 5.5823 4.0508 0.7237 0.02 0.01 -0.04
H 4.2680 1.8468 -1.2573 0.01 0.00 -0.03
H 5.4161 3.2196 -2.9705 -0.02 -0.02 0.00
H 6.7140 5.2273 -2.2283 0.00 0.01 0.00
H 6.8025 5.7430 0.2183 0.00 0.00 0.00
H 5.6037 4.2374 1.7926 0.00 0.01 0.00
N 6.1665 0.3764 -2.8346 0.00 0.01 -0.07
C 7.1087 0.7052 -3.7135 0.03 -0.03 0.00
C 8.1850 -0.1110 -4.0269 0.02 -0.01 0.01
C 8.2924 -1.3351 -3.3851 -0.01 0.01 0.00
C 7.3214 -1.6870 -2.4626 0.01 -0.01 -0.01
C 6.2803 -0.8004 -2.2249 -0.04 0.00 0.04
H 7.0022 1.6742 -4.1907 -0.01 -0.01 -0.01
H 8.9198 0.2101 -4.7529 0.00 0.00 0.00
H 9.1192 -2.0005 -3.5986 0.00 0.00 0.00
H 7.3629 -2.6282 -1.9321 0.00 0.00 0.00
H 5.5037 -1.0435 -1.5080 0.00 0.00 0.01
N -3.9803 -2.2303 -2.6295 0.05 0.00 0.00
C -4.8664 -3.1865 -2.3716 -0.02 -0.01 0.01
C -5.8729 -3.5552 -3.2536 -0.01 0.01 -0.01
C -5.9625 -2.8944 -4.4674 0.00 0.00 0.01
C -5.0447 -1.8952 -4.7468 -0.01 0.00 0.00
C -4.0760 -1.6027 -3.7974 -0.04 0.00 -0.01
H -4.7669 -3.6794 -1.4101 0.00 -0.01 0.00
H -6.5672 -4.3415 -2.9888 0.00 0.00 0.01
H -6.7315 -3.1551 -5.1836 0.01 -0.01 -0.01
H -5.0748 -1.3504 -5.6810 0.01 0.00 0.00
H -3.3424 -0.8246 -3.9796 0.00 0.00 -0.01
N 7.1142 -0.2596 3.5661 0.02 0.00 -0.03
C 8.1675 0.5282 3.3755 0.02 -0.01 0.00
C 9.4279 0.2592 3.8906 0.01 -0.01 0.01
C 9.6002 -0.8903 4.6455 -0.01 0.01 -0.01
C 8.5088 -1.7183 4.8518 0.01 0.00 0.00
C 7.2903 -1.3592 4.2915 0.01 0.00 0.02
H 7.9926 1.4186 2.7806 0.00 0.00 0.00
H 10.2499 0.9370 3.7030 0.00 0.00 0.00
H 10.5671 -1.1353 5.0666 0.00 0.00 0.00
H 8.5928 -2.6245 5.4363 0.00 0.00 0.00
H 6.4127 -1.9807 4.4332 0.00 0.00 0.00
N -5.0798 -5.1382 -6.9931 0.05 0.01 0.02
C -5.9765 -6.0798 -6.7153 -0.02 0.00 0.00
C -7.0137 -6.4259 -7.5700 -0.01 0.00 0.00
C -7.1254 -5.7561 -8.7779 0.01 0.00 0.01
C -6.1976 -4.7716 -9.0781 -0.01 0.00 0.00
C -5.1973 -4.5020 -8.1545 -0.02 0.00 -0.01
H -5.8608 -6.5789 -5.7592 0.00 -0.01 0.00
H -7.7142 -7.2010 -7.2903 0.00 0.00 0.00
H -7.9211 -5.9959 -9.4715 0.00 0.00 0.00
H -6.2446 -4.2198 -10.0071 0.00 0.00 0.00
H -4.4556 -3.7362 -8.3547 0.00 0.00 -0.01
N -8.9749 6.5255 3.9656 -0.02 0.02 0.00
C -7.9042 7.0220 3.3499 0.00 0.00 0.00
C -6.7092 6.3327 3.2094 0.01 -0.01 0.00
C -6.6125 5.0545 3.7371 -0.04 0.06 0.00
C -7.7204 4.5251 4.3791 0.01 -0.02 0.00
C -8.8701 5.2961 4.4656 0.00 -0.01 0.00
H -8.0095 8.0243 2.9481 0.01 0.00 0.00
H -5.8737 6.7888 2.6958 0.00 0.01 0.00
H -5.7014 4.4809 3.6516 -0.02 0.03 -0.02
H -7.6944 3.5301 4.8025 -0.01 0.00 0.00
H -9.7537 4.9078 4.9610 0.00 -0.01 0.00
```
Positions in Å, forces in eV/Å.

Values from the calculation:
maximum force = 0.44 eV/A
total charge = -1
total energy = -124190.6733 eV
spin multiplicity = 1

***

> spin multiplicity of number 2 (C40H45F5GaN8O2)?

1

***

> Which of these has the highest maximum force?

C40H45F3N7O4ScSi

***

> The lowest total charge belongs to which entry?

C40H45F3N7O4ScSi

***

> Among the records above, which one has the lowest total energy?

C40H45F5GaN8O2